(1)
{
  "formula": "C11H15N",
  "method": "ωB97M-V with the def2-TZVPD basis set",
  "relative_energy_kcal_mol": 61.9,
  "max_force_ev_per_a": 5.506,
  "total_charge": 0,
  "molar_mass_g_mol": 161.25,
  "gap_ev": 8.44,
  "smiles": "Cc1c[nH]c2ccccc12.CC",
  "energy_ev": -13138.1058,
  "species": ["C", "C", "H", "H", "H", "H", "H", "H", "C", "C", "C", "C", "C", "C", "C", "C", "C", "N", "H", "H", "H", "H", "H", "H", "H", "H", "H"],
  "coordinates": [[-2.4088, -3.8481, -0.1397], [-1.3660, -4.8926, -0.0806], [-1.8190, -2.9395, -0.3477], [-3.2793, -4.1765, -0.5562], [-2.7868, -3.4260, 0.8485], [-0.5725, -4.5011, -0.6388], [-1.8652, -5.8957, -0.3102], [-0.9109, -5.0891, 0.8734], [-2.0958, 0.6359, 1.2910], [-1.0055, -0.0716, -0.8664], [-1.0175, 0.5553, 0.3576], [1.0550, 0.7856, -0.8108], [0.3016, 1.1051, 0.3719], [2.2993, 1.3520, -1.0255], [0.8722, 2.0438, 1.2920], [2.7432, 2.3401, -0.1232], [2.1107, 2.6732, 1.0946], [0.1936, -0.0582, -1.4671], [-1.7797, -0.5569, -1.6066], [0.5196, -0.4878, -2.3675], [-2.0342, 1.5806, 1.8385], [-2.2156, -0.3495, 1.8536], [2.8846, 0.9969, -1.7987], [0.2449, 2.3232, 2.0972], [3.7875, 2.6724, -0.1001], [2.4478, 3.4407, 1.7091], [-2.9067, 0.7426, 0.6090]]
}

(2)
{
  "formula": "C11H15N",
  "method": "ωB97M-V with the def2-TZVPD basis set",
  "relative_energy_kcal_mol": 11.2,
  "max_force_ev_per_a": 1.549,
  "total_charge": 0,
  "molar_mass_g_mol": 161.25,
  "gap_ev": 8.75,
  "smiles": "Cc1c[nH]c2ccccc12.CC",
  "energy_ev": -13140.3060,
  "species": ["C", "C", "C", "C", "C", "C", "C", "C", "C", "N", "H", "H", "H", "H", "H", "H", "H", "H", "H", "C", "C", "H", "H", "H", "H", "H", "H"],
  "coordinates": [[1.2066, 0.1303, -2.7829], [-0.2029, 0.8951, -0.6876], [1.0184, 0.4771, -1.3461], [0.1239, 1.2774, 0.6164], [1.9950, 0.7250, -0.4465], [-1.5575, 0.9201, -1.0289], [-0.8250, 1.5292, 1.6022], [-2.5221, 1.2888, -0.1084], [-2.1428, 1.6409, 1.1926], [1.4966, 1.1542, 0.7600], [-1.8681, 0.7698, -2.0577], [1.7973, -0.7742, -2.9275], [1.8175, 0.8884, -3.2749], [3.0645, 0.6923, -0.6216], [2.0769, 1.6746, 1.3922], [-0.5193, 1.8983, 2.5752], [-3.5684, 1.2411, -0.3797], [-2.8547, 2.0854, 1.8782], [0.2775, 0.0440, -3.3451], [-0.0866, -2.6390, 0.4690], [0.3894, -1.9707, 1.7319], [0.0928, -2.0692, -0.4368], [0.3025, -3.6584, 0.4162], [-1.1764, -2.7782, 0.4612], [1.4652, -1.7685, 1.7773], [0.3603, -2.6118, 2.6253], [-0.1605, -1.0620, 1.9462]]
}

(3)
{
  "formula": "C11H15N",
  "method": "ωB97M-V with the def2-TZVPD basis set",
  "relative_energy_kcal_mol": 65.5,
  "max_force_ev_per_a": 6.354,
  "total_charge": 0,
  "molar_mass_g_mol": 161.25,
  "gap_ev": 8.26,
  "smiles": "Cc1c[nH]c2ccccc12.CC",
  "energy_ev": -13137.9507,
  "species": ["C", "C", "C", "C", "C", "C", "C", "C", "C", "N", "H", "H", "H", "H", "H", "H", "H", "H", "H", "C", "C", "H", "H", "H", "H", "H", "H"],
  "coordinates": [[0.3443, 3.5499, 1.7099], [1.0234, 1.0540, 1.2919], [0.2239, 2.2433, 1.0466], [0.5506, -0.0358, 0.5260], [-0.6905, 1.7685, 0.0040], [2.0971, 0.8077, 2.1566], [2.7355, -0.4380, 2.2831], [2.1998, -1.4783, 1.3780], [1.1770, -1.2907, 0.3708], [-0.4180, 0.4779, -0.3089], [2.4480, 1.6164, 2.8346], [3.4954, -0.5100, 3.0221], [2.6423, -2.5048, 1.4113], [-0.4293, 4.3582, 1.4053], [1.3035, 3.9493, 1.4374], [-1.1741, 2.4339, -0.5598], [-0.7134, -0.0213, -1.1129], [0.8699, -2.1317, -0.1981], [0.1221, 3.5733, 2.7347], [-3.0206, -2.1684, -2.3873], [-1.5997, -2.1453, -2.9057], [-3.4187, -1.2220, -2.6934], [-3.5747, -3.1171, -2.5403], [-2.9100, -2.2203, -1.3021], [-0.4964, -2.7148, -2.6402], [-1.6093, -2.7007, -3.8956], [-1.1782, -1.1331, -3.0681]]
}

(4)
{
  "formula": "C11H15N",
  "method": "ωB97M-V with the def2-TZVPD basis set",
  "relative_energy_kcal_mol": 52.4,
  "max_force_ev_per_a": 5.425,
  "total_charge": 0,
  "molar_mass_g_mol": 161.25,
  "gap_ev": 8.61,
  "smiles": "Cc1c[nH]c2ccccc12.CC",
  "energy_ev": -13138.5192,
  "species": ["C", "C", "C", "C", "C", "C", "C", "C", "C", "N", "H", "H", "H", "H", "H", "H", "H", "H", "H", "C", "C", "H", "H", "H", "H", "H", "H"],
  "coordinates": [[-2.6320, 0.5562, 3.7517], [-0.8531, 0.7474, 1.8530], [-2.1736, 0.7240, 2.3881], [-0.9094, 0.8582, 0.4289], [-3.0638, 0.7474, 1.2698], [1.5264, 0.5924, 1.5778], [1.3837, 0.7780, 0.2320], [0.3766, 0.5670, 2.4701], [0.1977, 1.0344, -0.4385], [-2.2652, 0.7436, 0.0939], [2.4706, 0.7495, 2.1650], [2.3145, 0.6753, -0.2981], [0.6841, 0.5793, 3.4948], [0.1723, 0.9699, -1.4402], [-2.0170, -0.3074, 4.3271], [-3.6460, 0.3396, 3.7179], [-4.1176, 0.4834, 1.0566], [-2.5631, 0.7397, -0.8300], [-2.5134, 1.4100, 4.4823], [3.0232, -1.6604, -3.9240], [1.5038, -1.4996, -3.6806], [3.3617, -0.5508, -3.9368], [3.4054, -2.2878, -3.1286], [3.1695, -2.3697, -4.7907], [1.1801, -0.8069, -2.9492], [0.8515, -1.2766, -4.5634], [1.1331, -2.5362, -3.3290]]
}